1.
63
Properties=species:S:1:pos:R:3:mulliken_charge:R:1 method="wB97M-V/def2-TZVPD" relative_energy_kj_mol=0.00 gap_ev=7.0 charge=+1 total_energy_ha=-2111.9799 spin_multiplicity=1
C 0.2605 -2.7884 -3.5114 -0.6893
C 0.6846 -1.8365 -2.5856 0.0712
C 0.0263 -0.5764 -2.5790 0.8441
C -0.9699 -0.2832 -3.5090 0.0569
C -1.3926 -1.2568 -4.4092 -0.6242
C -0.7803 -2.5097 -4.4064 -1.0239
C -1.6557 1.0671 -3.3884 0.1533
C -0.6934 2.1299 -2.8851 -0.1798
C 0.2915 1.7236 -1.9869 0.7574
C 1.1779 2.6784 -1.3995 -0.2110
C 0.9774 4.0230 -1.7000 -0.6123
C -0.0538 4.4287 -2.5517 -1.0152
C -0.8903 3.4835 -3.1484 -0.6503
H 0.7508 -3.7664 -3.5228 0.4188
H -2.2018 -1.0132 -5.1014 0.4730
H -1.0978 -3.2729 -5.1129 0.3846
H -2.0501 1.3646 -4.3658 1.0943
H 1.6434 4.7672 -1.2536 0.4483
H -0.1983 5.4865 -2.7591 0.3896
H -1.7010 3.7731 -3.8197 0.4706
N 0.3045 0.3723 -1.5823 -0.0898
Y -0.2778 0.0972 0.4919 0.6833
C 1.8013 -2.1283 -1.6054 -1.1839
H 2.5636 -1.3321 -1.6365 0.3914
H 2.2759 -3.0901 -1.8428 0.5393
C 2.2779 2.2423 -0.4451 -1.2130
H 2.7713 1.3285 -0.8140 0.3086
H 3.0269 3.0381 -0.3398 0.6202
P 1.2113 -2.2063 0.1520 1.0615
P 1.6683 1.8645 1.2820 1.0419
C 1.2408 3.5176 1.9135 -1.3290
H 0.7893 3.3931 2.9082 0.4113
H 2.1403 4.1392 2.0042 0.3895
H 0.5136 4.0115 1.2598 0.3896
C 3.2456 1.5595 2.1356 -1.2980
H 3.8836 2.4515 2.0784 0.4229
H 3.0336 1.3305 3.1864 0.4136
H 3.7637 0.7025 1.6842 0.3331
C 0.1194 -3.6720 0.1232 -1.1151
H 0.7150 -4.5929 0.1825 0.4032
H -0.5496 -3.6142 0.9940 0.1822
H -0.4938 -3.6938 -0.7855 0.3693
C 2.6856 -2.8632 0.9899 -1.2817
H 2.4466 -3.0104 2.0504 0.3929
H 2.9851 -3.8216 0.5450 0.4408
H 3.5120 -2.1439 0.9117 0.3698
C -2.7641 0.9425 -2.4178 -0.2854
O -2.6491 0.6897 -1.2225 -0.4231
H -3.6571 1.1362 -3.0455 0.3326
C -1.7073 -2.7199 4.0441 -1.0361
Si -2.0401 -0.9770 3.3926 0.2479
C -3.8809 -0.5914 3.5281 -1.0546
C -1.0976 0.2193 4.5225 -0.9574
O -1.5604 -0.8377 1.8411 -0.7379
H -2.1811 -2.8595 5.0259 0.3455
H -0.6309 -2.8996 4.1665 0.2803
H -2.1040 -3.4860 3.3661 0.2976
H -4.2089 -0.5576 4.5752 0.3292
H -4.1067 0.3819 3.0732 0.3009
H -4.4841 -1.3477 3.0101 0.2819
H -0.0360 -0.0500 4.5988 0.2566
H -1.1568 1.2528 4.1567 0.2326
H -1.5165 0.2028 5.5395 0.3793


2.
22
Properties=species:S:1:pos:R:3:mulliken_charge:R:1 method="wB97M-V/def2-TZVPD" relative_energy_kj_mol=789.40 gap_ev=4.8 charge=+1 total_energy_ha=-329.3069 spin_multiplicity=1
C -0.3880 0.8002 -2.2553 -0.5827
C -0.4242 1.2477 -0.8005 0.1138
C -1.7426 0.7799 -0.1453 -1.0666
C 1.6358 -1.0503 0.3660 -0.5617
C 0.9244 -0.6004 1.5434 0.8810
C -0.0133 0.1492 2.0977 -0.5325
C 0.8649 -1.2165 2.8294 -0.5954
N -0.4133 -0.6800 -2.2581 -0.4196
H -1.1812 1.2328 -2.8609 0.4154
H 0.5711 1.1568 -2.6638 0.3058
H -0.2663 2.3165 -0.6479 0.3305
H 0.3479 0.7635 -0.1861 -0.3096
H -2.0298 1.3595 0.7466 0.3548
H -1.6247 -0.2231 0.2788 0.3322
H 2.5629 -0.5284 0.1440 0.3404
H 1.4627 -2.1122 0.1843 0.4122
H 0.2660 1.0588 2.6267 0.3002
H 0.3426 -2.1646 2.9334 0.2929
H 1.5581 -1.0272 3.6455 0.2889
H -0.1629 -1.0888 -3.1508 0.2808
H 0.2755 -0.9993 -1.5732 0.0651
H -2.5656 0.8261 -0.8540 0.3540


3.
12
Properties=species:S:1:pos:R:3:mulliken_charge:R:1 method="wB97M-V/def2-TZVPD" relative_energy_kj_mol=159.71 gap_ev=6.1 charge=-1 total_energy_ha=-952.0000 spin_multiplicity=1
C -1.0649 1.3404 -2.7209 0.2444
O -2.0081 0.6941 -3.1011 -0.4694
H -0.5107 1.1926 -1.7800 -0.0388
H 2.1693 -5.5805 -0.1033 -0.0090
H -0.7023 2.1901 -3.3436 0.1930
C -0.2080 0.8569 2.3605 -0.7764
S 0.4959 0.3361 0.7608 -0.1940
S 1.1788 2.1393 -0.0058 -0.6934
H 0.5789 0.8733 3.1152 0.2308
H -1.0501 0.2290 2.6466 0.2709
H -0.5771 1.8757 2.2201 0.2324
H 1.6984 -6.1470 -0.0485 0.0095


4.
13
Properties=species:S:1:pos:R:3:mulliken_charge:R:1 method="wB97M-V/def2-TZVPD" relative_energy_kj_mol=58.81 gap_ev=9.2 smiles=Cc1cc[nH]c1 charge=0 total_energy_ha=-249.4508 spin_multiplicity=1
C -1.8702 -0.4700 0.3021 -1.0959
C -0.4152 -0.0182 0.1826 0.5520
C 0.6724 -0.8850 0.3862 -0.3953
C 1.7872 -0.2375 -0.0971 -0.6197
N 1.3693 0.9543 -0.6607 -0.0458
C 0.0352 1.1396 -0.4362 -0.5015
H -1.7666 -1.4832 0.6922 0.3060
H -2.4946 0.1305 0.9647 0.3021
H -2.3925 -0.5056 -0.6518 0.2630
H 0.7231 -1.8138 0.9300 0.3464
H 2.8043 -0.4920 -0.3456 0.3478
H 2.0720 1.6229 -0.8934 0.2064
H -0.5244 2.0581 -0.3729 0.3345


5.
41
Properties=species:S:1:pos:R:3:mulliken_spin:R:1 method="wB97M-V/def2-TZVPD" relative_energy_kj_mol=194.10 s_squared=2.014 gap_ev="6.3 / 6.4" charge=0 total_energy_ha=-1635.9310 spin_multiplicity=3
Pt -0.1117 -0.2243 -0.2870 1.3501
S -0.3780 0.1883 2.2206 0.3474
C 0.7383 1.5653 2.0447 -0.0177
N 1.5140 1.9751 3.0027 0.0149
N 1.4896 1.2983 4.1201 0.0119
C 2.4105 1.5243 5.1373 -0.0001
C 3.3469 2.5570 5.0596 0.0034
C 4.2592 2.7273 6.0850 0.0002
C 4.2504 1.8871 7.1907 0.0002
C 3.3089 0.8717 7.2693 -0.0001
C 2.3893 0.6872 6.2525 0.0015
N 0.8501 2.2858 0.9041 0.0203
N 0.2587 1.9034 -0.1229 0.1403
C 0.4089 2.6886 -1.2795 -0.0183
C 0.3728 2.1026 -2.5458 0.0047
C 0.4793 2.8880 -3.6788 0.0116
C 0.6209 4.2640 -3.5650 0.0075
C 0.6546 4.8509 -2.3084 -0.0026
C 0.5517 4.0744 -1.1697 0.0053
H 0.9215 0.4541 4.1419 -0.0095
H 3.3449 3.1955 4.1882 0.0008
H 4.9935 3.5205 6.0248 0.0000
H 4.9746 2.0182 7.9838 0.0001
H 3.2937 0.2154 8.1300 0.0000
H 1.6573 -0.1102 6.3099 0.0002
H 0.2944 1.0264 -2.6305 0.0313
H 0.4620 2.4225 -4.6552 0.0006
H 0.7101 4.8723 -4.4557 0.0009
H 0.7614 5.9241 -2.2154 -0.0002
H 0.5733 4.5134 -0.1816 0.0036
F 1.7618 -0.7531 -0.2886 0.0670
N -4.4131 -2.5525 0.5564 -0.0010
C -5.0532 -1.3987 0.2818 0.0005
N -6.3934 -1.3773 0.3902 0.0009
N -4.4535 -0.3098 -0.1029 -0.0024
C -3.1787 -0.1877 -0.2816 0.0084
N -2.0620 0.0274 -0.4948 0.0162
H -4.9011 -3.3595 0.8975 -0.0002
H -3.4088 -2.5821 0.5214 0.0026
H -6.9056 -2.1575 0.7562 0.0000
H -6.8643 -0.4984 0.2734 -0.0001


6.
51
Properties=species:S:1:pos:R:3:mulliken_spin:R:1 method="wB97M-V/def2-TZVPD" relative_energy_kj_mol=39.02 s_squared=3.863 gap_ev="3.6 / 2.7" charge=+4 total_energy_ha=-1426.7958 spin_multiplicity=4
Re -0.3243 -0.3975 -1.1251 1.8917
O 1.8156 4.9462 4.6254 0.0003
C 2.2197 3.9249 3.9212 0.0003
O 3.2953 3.4108 4.0097 -0.0019
C 1.2547 3.2932 2.8741 -0.0082
C -0.0466 3.7287 2.6385 0.0033
C -0.8282 3.1005 1.6813 -0.0168
C -0.3145 2.0275 0.9459 0.0051
C 0.9933 1.6006 1.2004 0.0335
C 1.7702 2.2235 2.1525 0.0209
N -1.0460 1.3316 -0.0546 0.0292
C -2.2557 1.6528 -0.4088 0.0879
C -2.9338 0.8907 -1.4312 -0.0971
C -4.2268 1.1113 -1.8575 0.0081
C -4.7625 0.2813 -2.8507 -0.0017
C -3.9862 -0.7340 -3.3937 -0.0021
C -2.6893 -0.9001 -2.9286 -0.0210
N -2.1761 -0.1149 -1.9665 -0.0450
H 0.9455 5.3251 4.5072 -0.0001
H -0.4960 4.5533 3.1741 -0.0004
H -1.8303 3.4833 1.5425 0.0009
H 1.4118 0.7684 0.6382 0.0096
H 2.7835 1.9016 2.3516 0.0008
H -2.7754 2.4870 0.0458 0.0057
H -4.8142 1.9137 -1.4284 0.0007
H -5.7786 0.4350 -3.1955 -0.0004
H -4.3675 -1.3859 -4.1684 -0.0003
H -2.0481 -1.6718 -3.3422 0.0051
C -0.6485 -4.5644 2.7185 0.2225
C 0.6314 -4.7866 2.1642 0.1215
C 1.1344 -3.9351 1.2242 -0.0096
C 0.3475 -2.8191 0.7911 0.3065
C -0.9547 -2.6088 1.3490 -0.0080
C -1.4533 -3.4713 2.2756 0.1805
N 0.8307 -1.9335 -0.1651 -0.1259
N 1.9998 -2.1398 -0.6360 0.1052
C 2.4268 -1.2855 -1.5857 0.0095
C 3.6724 -1.4517 -2.1892 0.0930
C 4.0673 -0.5603 -3.1911 -0.0153
C 3.2042 0.4582 -3.5620 0.0729
C 1.9644 0.5801 -2.9103 0.1196
N 1.5732 -0.2548 -1.9491 -0.0134
H -1.0224 -5.2113 3.5065 -0.0015
H 1.2154 -5.6355 2.4999 0.0063
H 2.1197 -4.0990 0.8054 -0.0035
H -1.5461 -1.7512 1.0500 0.0177
H -2.4412 -3.3274 2.6945 0.0039
H 4.3021 -2.2754 -1.8701 -0.0004
H 5.0343 -0.6598 -3.6711 0.0025
H 3.4738 1.1645 -4.3381 -0.0008
H 1.2792 1.3808 -3.1680 0.0089